ORCA calculation (ωB97M-V/def2-TZVPD) on a 2-piece molecular cluster, C6H14BrN3O overall at a distorted geometry.

Structure (ORCA input):
```
! RIJCOSX wB97M-V def2-TZVPD def2/J DEFGRID3
* xyz 2 1
C -2.01 2.26 -0.18
C 0.58 -2.09 0.57
C 1.24 0.20 0.34
C 1.72 -2.49 -0.45
C 2.42 -0.21 -0.54
C -1.19 -0.32 0.60
N -3.12 2.06 -0.81
N -1.55 3.32 0.44
N 0.16 -0.72 0.11
O 2.81 -1.59 -0.28
Br -2.55 -1.40 0.05
H -0.30 -2.86 0.44
H 0.96 -1.98 1.54
H 1.61 -0.02 1.45
H 0.80 1.24 0.26
H 2.08 -3.39 0.01
H 1.28 -2.67 -1.35
H 2.30 -0.14 -1.71
H 3.38 0.24 -0.26
H -1.19 0.04 1.70
H -3.19 1.04 -1.11
H -3.54 2.85 -1.28
H -0.60 3.39 0.92
H -2.25 4.04 0.51
H 0.15 -0.81 -0.95
*
```

Values from the calculation:
**M**: 224.10 g/mol
**E_HOMO (spin up / spin down)**: -17.298 / -17.225 eV
**Gap between HOMO and LUMO (spin up / spin down)**: 8.1 / 7.5 eV


ORCA calculation (ωB97M-V/def2-TZVPD) on a 2-piece molecular cluster, C6H14Cl overall at a distorted geometry.

Structure (ORCA input):
```
! RIJCOSX wB97M-V def2-TZVPD def2/J DEFGRID3
* xyz 0 2
Cl 2.96 -3.35 0.33
H 2.45 -2.34 0.96
C 1.50 1.39 2.92
C 0.09 1.43 2.48
C 0.21 2.67 1.36
C 0.55 3.94 2.07
C -1.17 2.92 0.81
C 1.15 2.50 0.16
H 1.75 0.31 3.12
H 2.11 1.93 2.12
H -0.49 0.54 2.11
H -0.51 1.88 3.23
H 1.55 4.01 2.46
H 0.44 4.75 1.34
H -0.13 4.12 2.90
H -1.51 2.14 0.14
H -1.87 2.96 1.64
H -1.20 3.89 0.27
H 0.97 1.56 -0.38
H 0.99 3.35 -0.50
H 2.21 2.54 0.38
*
```

Values from the calculation:
**<S²>**: 0.753
**M**: 121.63 g/mol
**E_HOMO (spin up / spin down)**: -8.747 / -10.408 eV
**Gap between HOMO and LUMO (spin up / spin down)**: 9.4 / 10.4 eV


ORCA calculation (ωB97M-V/def2-TZVPD) on a 2-piece molecular cluster, C6H14Cl2N overall at a distorted geometry.

Structure (ORCA input):
```
! RIJCOSX wB97M-V def2-TZVPD def2/J DEFGRID3
* xyz 1 1
C 1.84 0.22 -0.77
C 1.27 -1.60 0.87
C -1.26 0.79 -1.85
C -2.25 -0.05 0.46
C 0.93 -0.20 0.32
C -1.38 -0.23 -0.77
N 0.84 0.72 1.54
Cl -2.20 1.70 0.86
Cl -1.39 -1.90 -1.28
H 1.67 1.33 -0.89
H 2.69 -0.26 -0.63
H 1.48 -0.23 -1.65
H 1.76 -1.34 1.88
H 1.96 -2.04 0.16
H 0.36 -2.22 0.96
H -0.43 0.60 -2.48
H -2.17 0.61 -2.41
H -1.09 1.85 -1.47
H -3.31 -0.35 0.32
H -1.89 -0.71 1.33
H -0.04 1.34 1.68
H 1.37 1.65 1.39
H 1.23 0.31 2.40
*
```

Values from the calculation:
**M**: 171.09 g/mol
**E_HOMO (spin up / spin down)**: -12.487 / -12.029 eV
**Gap between HOMO and LUMO (spin up / spin down)**: 8.6 / 7.9 eV


Taking the records one at a time from the top gives energy relative to the best compared isomer or geometry (same formula, charge and spin) values of 225.86 138.01 382.58 kJ/mol.